# 1
This record from OMol25 describes CH5O3 as an isolated structure. The level of theory is the ωB97M-V functional and the def2-TZVPD basis.

Last column: Mulliken charge in e.
CARTESIAN COORDINATES (ANGSTROEM)
O1 0.2830 -1.8372 0.6919  -0.52
H1 1.1783 -2.0416 0.3805  0.39
H2 -0.2768 -2.6406 0.6012  0.37
H3 -0.0321 -0.6543 0.5274  0.42
O2 -0.6136 0.3700 0.5874  -0.41
C1 -0.3737 1.3481 -0.1398  0.33
O3 0.2879 1.2352 -1.2444  -0.37
H4 -1.0218 2.1398 0.2836  0.39
H5 0.5688 2.0805 -1.6879  0.41

- frontier orbital gap (eV) = 13.39
- total charge = +1
- energy relative to the best compared isomer or geometry (same formula, charge and spin) (kJ/mol) = 37.5
- 2S+1 = 1
- HOMO level (eV) = -17.54

# 2
This record from OMol25 describes C21H56CrF6O21PS7 as an isolated structure. The level of theory is the ωB97M-V functional and the def2-TZVPD basis.

Last column: Mulliken charge in e.
CARTESIAN COORDINATES (ANGSTROEM)
Cr1 -2.2395 -25.5005 2.1429  -1.49
P1 -3.9172 -27.8008 4.5094  1.54
F1 -3.5261 -26.9995 5.8493  -0.36
F2 -4.5416 -29.0680 5.3334  -0.38
F3 -5.4147 -27.0980 4.4617  -0.36
F4 -4.2153 -28.6322 3.1545  -0.38
F5 -3.2591 -26.6860 3.5937  0.09
F6 -2.4332 -28.4824 4.6237  -0.28
O1 -2.5163 -24.2739 0.3675  -0.08
S1 -2.6524 -23.0935 -0.5305  1.15
O2 -2.5853 -21.7536 -0.0021  -0.71
O3 -1.5828 -23.2685 -1.7379  -0.06
C1 -1.4895 -22.1523 -2.6751  0.05
C2 -0.7506 -22.5667 -4.0179  -1.23
C3 -4.2886 -23.3088 -1.5356  -0.53
H1 -1.1371 -21.3353 -2.0455  -0.06
H2 -2.4241 -21.6665 -2.9556  0.36
H3 0.2345 -22.9490 -3.7505  0.30
H4 -0.5923 -21.6558 -4.5952  0.41
H5 -1.3295 -23.2861 -4.5972  0.31
H6 -5.0608 -23.3925 -0.7709  -0.34
H7 -4.2081 -24.2850 -2.0137  0.36
H8 -4.5536 -22.4756 -2.1864  0.56
O4 -2.5852 -20.8896 3.0304  -0.69
S2 -1.5149 -21.8829 2.9846  0.65
O5 -1.6996 -23.3211 2.7408  0.65
O6 -0.3851 -21.3206 1.8440  0.16
C4 -0.1610 -19.9233 1.7606  -0.50
C5 0.5227 -19.7949 0.3272  -0.71
C6 -0.4347 -21.6233 4.4966  -0.92
H9 0.6345 -19.7060 2.4734  0.30
H10 -1.0706 -19.3335 1.8739  0.41
H11 0.7236 -18.7740 0.0024  0.46
H12 -0.1502 -20.1471 -0.4547  -0.17
H13 1.4684 -20.3343 0.3799  0.23
H14 -0.8728 -22.1330 5.3547  0.54
H15 -0.2626 -20.5730 4.7319  0.52
H16 0.4887 -22.1967 4.4142  -0.09
O7 -1.2990 -27.2936 1.9847  0.36
S3 -0.4433 -28.4561 1.7085  1.46
O8 0.5002 -28.3420 0.6560  -0.68
O9 0.3380 -28.8118 3.1160  -0.20
C7 1.0289 -30.0310 3.0916  -0.49
C8 2.4358 -29.7630 3.7519  -1.06
C9 -1.6083 -29.8352 1.5288  -0.96
H17 1.0733 -30.5086 2.1128  0.53
H18 0.4724 -30.7713 3.6664  0.35
H19 2.2107 -29.0355 4.5317  0.15
H20 3.2352 -29.5134 3.0542  0.32
H21 2.8200 -30.6841 4.1901  0.43
H22 -0.9652 -30.5143 0.9691  0.64
H23 -2.5154 -29.4544 1.0595  0.02
H24 -1.8372 -30.3762 2.4470  0.32
O10 -6.3289 -24.1213 3.5720  -0.66
S4 -5.5144 -23.7223 2.4825  0.95
O11 -4.1373 -24.3629 2.4133  -0.36
O12 -6.2654 -24.1624 1.1063  -0.20
C10 -7.5938 -23.8782 1.0568  -0.29
C11 -7.8773 -23.7463 -0.4738  -1.17
C12 -5.4641 -21.8432 2.3537  -0.98
H25 -7.9182 -23.0933 1.7400  0.61
H26 -8.0780 -24.8118 1.3430  0.18
H27 -7.6024 -24.5955 -1.0994  0.17
H28 -7.5160 -22.8509 -0.9795  0.33
H29 -8.9426 -23.6485 -0.6831  0.47
H30 -6.5016 -21.5148 2.2915  0.50
H31 -4.8778 -21.6155 1.4635  0.22
H32 -5.0333 -21.3781 3.2404  0.39
O13 -3.7450 -26.6937 1.0298  -0.12
S5 -4.7897 -27.1520 0.0599  0.90
O14 -5.5450 -26.1562 -0.7156  -0.58
O15 -4.1906 -28.3334 -0.9308  0.05
C13 -5.0826 -28.9719 -1.9026  -0.40
C14 -4.2084 -29.4291 -3.1438  -1.22
C15 -5.9864 -28.1945 0.9481  -1.24
H33 -5.8473 -28.2604 -2.2142  0.38
H34 -5.5782 -29.7958 -1.3891  0.37
H35 -4.8775 -30.0317 -3.7581  0.40
H36 -3.4348 -30.1129 -2.7943  0.32
H37 -3.7061 -28.5661 -3.5807  0.31
H38 -6.2296 -27.7705 1.9224  0.40
H39 -5.6847 -29.2356 1.0629  0.34
H40 -6.8119 -28.3459 0.2525  0.55
O16 -0.2384 -24.9271 1.6040  0.43
S6 1.0300 -24.4451 1.1350  0.93
O17 1.0816 -23.3567 0.1516  -0.75
O18 1.8262 -23.9548 2.5139  -0.07
C16 3.0717 -23.1674 2.3965  -0.38
C17 4.2576 -23.7085 3.2172  -1.22
C18 2.0833 -25.8725 0.5903  -0.80
H41 2.9125 -22.1135 2.6246  0.23
H42 3.3571 -23.1113 1.3460  0.51
H43 4.4063 -24.7842 3.1223  0.28
H44 4.0566 -23.7775 4.2863  0.20
H45 5.1682 -23.1108 3.1793  0.44
H46 2.0969 -26.7305 1.2625  0.00
H47 3.1228 -25.6587 0.8388  0.36
H48 1.9433 -26.0537 -0.4754  0.45
O19 -1.1140 -25.6248 3.9198  -1.05
S7 0.0328 -25.9561 4.7623  1.46
O20 1.3518 -26.3288 4.1476  -0.58
O21 0.2411 -24.5961 5.7551  -0.04
C19 1.3330 -24.5802 6.7002  -0.21
C20 1.9463 -23.2276 6.6453  -1.34
C21 -0.3411 -27.2828 6.0818  -1.15
H49 2.0868 -25.2924 6.3645  0.41
H50 0.9550 -24.7417 7.7098  0.29
H51 2.8688 -23.1631 7.2223  0.43
H52 1.1432 -22.5863 7.0085  0.35
H53 2.3906 -22.8603 5.7202  0.13
H54 0.4513 -27.2136 6.8271  0.50
H55 -0.4448 -28.2864 5.6692  0.25
H56 -1.3086 -27.1137 6.5546  0.39

- frontier orbital gap (spin up / spin down) (eV) = 6.59 / 8.30
- total charge = +2
- energy relative to the best compared isomer or geometry (same formula, charge and spin) (kJ/mol) = 199.3
- ⟨S²⟩ = 3.76
- 2S+1 = 4
- HOMO level (spin up / spin down) (eV) = -15.35 / -15.35

# 3
This record from OMol25 describes one molecule with the formula C4H6ClNO. The level of theory is the ωB97M-V functional and the def2-TZVPD basis.

Last column: Mulliken charge in e.
CARTESIAN COORDINATES (ANGSTROEM)
C1 2.2400 0.1737 0.8083  -1.22
C2 1.0580 0.8658 0.1434  0.82
O1 1.0993 2.0230 -0.2212  -0.61
C3 -0.1488 0.0399 -0.0689  -0.17
Cl1 -0.2374 -1.6205 0.4298  -0.25
C4 -1.2361 0.6101 -0.6646  0.11
N1 -2.4133 -0.0014 -0.9649  -0.40
H1 3.0600 0.8699 0.8740  0.33
H2 2.5658 -0.6653 0.2100  0.33
H3 1.8763 -0.1793 1.8257  0.30
H4 -1.1150 1.6744 -0.9747  0.35
H5 -2.5509 -0.9730 -0.6542  0.18
H6 -3.1795 0.5113 -1.3718  0.22

- frontier orbital gap (eV) = 9.19
- total charge = 0
- energy relative to the best compared isomer or geometry (same formula, charge and spin) (kJ/mol) = 70.3
- SMILES = CC(=O)/C(Cl)=C/N
- 2S+1 = 1
- HOMO level (eV) = -8.49

# 4
This record from OMol25 describes C28H29BNO3Sc as an isolated structure. The level of theory is the ωB97M-V functional and the def2-TZVPD basis.

Last column: Mulliken charge in e.
CARTESIAN COORDINATES (ANGSTROEM)
C1 -2.5699 -0.4899 -0.3707  -0.44
C2 -2.3185 0.7864 0.2081  -1.22
C3 -1.2359 1.3898 -0.4911  0.09
H1 -2.8939 1.2505 1.0147  0.46
C4 -0.7957 0.4915 -1.5023  -0.27
C5 -1.6086 -0.6959 -1.4334  -0.72
H2 -0.0462 0.6929 -2.2844  0.53
C6 -0.2275 -2.2033 2.1332  -0.69
C7 -1.1336 -1.1671 2.5824  -0.98
C8 -0.3742 -0.0037 2.9010  -0.54
H3 -2.2108 -1.2662 2.6545  0.63
C9 1.0125 -0.2815 2.5577  -0.30
C10 1.0985 -1.6618 2.1682  -0.96
H4 -0.8681 2.4106 -0.3446  0.44
H5 -1.6477 -1.4042 -2.2594  0.66
H6 -3.4145 -1.1322 -0.1261  0.53
H7 2.0202 -2.2075 1.9508  0.37
H8 -0.7501 0.9271 3.3448  0.45
H9 -0.4793 -3.2283 1.9165  0.93
Sc1 -0.4210 -0.6400 0.5243  -0.52
C11 2.0475 0.8024 2.2201  2.91
C12 3.5060 0.3081 2.4170  -1.87
C13 1.8190 2.0965 3.0127  -1.93
H10 3.6454 -0.1617 3.4087  0.38
H11 4.1883 1.1760 2.3327  0.45
H12 3.7919 -0.4096 1.6310  0.40
H13 1.7685 1.9522 4.0969  0.35
H14 0.9039 2.6032 2.6944  0.44
H15 2.6463 2.7842 2.8045  0.43
C14 1.6817 1.1619 0.7294  2.79
C15 2.7426 0.9249 -0.3179  -0.80
H16 1.1831 2.1438 0.6521  -0.34
H17 0.9534 0.4072 0.3131  -1.55
O1 2.8384 -0.2944 -0.6865  -0.61
N1 3.3414 2.0754 -0.8763  -0.17
C16 2.5789 2.5730 -2.0566  -0.92
H18 4.3035 1.8986 -1.1306  0.39
C17 1.5214 3.6021 -1.7314  0.73
C18 0.5650 3.8594 -2.7232  -0.42
H19 0.6090 3.2717 -3.6441  0.40
C19 -0.4175 4.8263 -2.5385  -0.59
H20 -1.1794 4.9754 -3.3066  0.38
C20 -0.4222 5.5812 -1.3555  -0.47
H21 -1.1771 6.3547 -1.2268  0.38
C21 0.5412 5.3488 -0.3650  -0.57
H22 0.5270 5.9245 0.5643  0.39
C22 1.5239 4.3599 -0.5570  -0.17
H23 2.2990 4.1820 0.1924  0.38
H24 2.0360 1.7150 -2.4747  0.22
H25 3.2950 2.9777 -2.7952  0.53
O2 -2.3509 -3.4631 0.2961  -0.42
B1 -1.3542 -2.8274 -0.5060  0.73
O3 -1.0523 -3.6820 -1.6269  -0.39
C23 -1.8675 -4.7596 -1.4896  0.87
C24 -2.0431 -5.8057 -2.3646  -1.03
C25 -3.0082 -6.7660 -2.0276  -0.45
C26 -3.7477 -6.6691 -0.8500  -0.51
C27 -3.5529 -5.5960 0.0455  -0.85
C28 -2.6286 -4.6501 -0.3194  0.44
H26 -1.4464 -5.8435 -3.2720  0.45
H27 -3.1622 -7.6049 -2.7065  0.36
H28 -4.4934 -7.4273 -0.5959  0.36
H29 -4.0894 -5.4933 0.9892  0.44

- frontier orbital gap (eV) = 6.84
- total charge = 0
- 2S+1 = 1
- HOMO level (eV) = -6.60

| no. | E_tot (Eh) |
| --- | --- |
| 1 | -266.5373 |
| 2 | -7185.5506 |
| 3 | -746.2005 |
| 4 | -2150.4129 |